DFT (ωB97M-V with the def2-TZVPD basis set) results for C16H15CuN2O4S3 as an isolated structure at a distorted geometry.

<S²> = 0.757
orbital gap (spin up / spin down) = 7.598 / 7.436 eV
HOMO level (spin up / spin down) = -5.045 / -4.883 eV
LUMO (spin up / spin down) = 2.55 / 2.55 eV

```
! RIJCOSX wB97M-V def2-TZVPD def2/J DEFGRID3
* xyz -1 2
Cu -3.502 0.668 -0.046
O 3.621 -0.670 1.681
S 2.460 -0.981 2.478
O 2.580 -0.782 3.901
N 1.132 -0.244 1.892
C 0.243 -1.107 1.425
S -1.236 -0.701 0.743
C 0.671 -2.539 1.561
C -0.012 -3.685 1.191
C 0.596 -4.913 1.416
C 1.860 -4.993 1.997
C 2.544 -3.843 2.372
C 1.921 -2.633 2.140
H -0.995 -3.595 0.745
H 0.081 -5.824 1.137
H 2.313 -5.963 2.161
H 3.524 -3.890 2.827
O -4.804 -0.642 -0.354
N -2.431 2.196 0.352
C -1.412 2.710 0.448
C -0.055 3.164 0.509
C 0.344 4.325 -0.151
C 1.673 4.705 -0.095
C 2.590 3.927 0.604
C 2.187 2.765 1.247
C 0.859 2.372 1.207
H -0.385 4.909 -0.697
H 1.997 5.604 -0.603
H 3.631 4.225 0.637
H 2.906 2.149 1.771
H 0.533 1.448 1.671
C -1.232 0.591 -3.608
S -2.746 0.407 -2.652
C -3.679 -0.571 -3.825
O -3.367 1.768 -2.667
H -1.460 1.115 -4.536
H -0.787 -0.386 -3.795
H -0.554 1.181 -2.993
H -3.175 -1.522 -3.996
H -3.791 -0.001 -4.748
H -4.642 -0.744 -3.347
*
```

Charges obtained by Mulliken population analysis, quoted in units of e: Cu -0.437; O -0.672; S 1.088; O -0.681; N -0.377; C 0.555; S -0.248; C 0.060; C -0.450; C -0.579; C -0.414; C -0.640; C -0.055; H 0.461; H 0.370; H 0.362; H 0.403; O -0.558; N -0.175; C 0.394; C 0.191; C -0.582; C -0.464; C -0.438; C -0.524; C -0.152; H 0.452; H 0.372; H 0.388; H 0.310; H 0.865; C -1.009; S 0.974; C -1.068; O -0.670; H 0.339; H 0.353; H 0.275; H 0.347; H 0.335; H 0.297

=====

DFT (ωB97M-V with the def2-TZVPD basis set) results for C32H91N8O11Sr2 as an isolated structure at a distorted geometry.

orbital gap = 7.787 eV
HOMO level = -10.695 eV
LUMO = -2.91 eV

```
! RIJCOSX wB97M-V def2-TZVPD def2/J DEFGRID3
* xyz 1 1
Sr 16.505 -15.172 6.147
Sr 15.601 -11.848 5.950
O 17.780 -13.009 5.388
H 18.315 -12.281 5.015
O 14.757 -13.905 4.810
H 13.864 -13.974 4.421
O 15.765 -13.538 7.746
H 15.189 -13.150 8.433
C 18.492 -8.361 5.123
C 17.162 -9.002 4.929
C 17.373 -9.949 3.770
O 16.128 -10.707 3.598
C 16.252 -11.527 2.487
N 16.915 -9.605 6.251
H 18.536 -7.766 6.035
H 18.716 -7.653 4.325
H 19.299 -9.078 5.272
H 16.436 -8.239 4.647
H 18.260 -10.550 3.964
H 17.597 -9.400 2.855
H 15.374 -12.140 2.282
H 17.055 -12.222 2.731
H 16.368 -11.079 1.499
H 16.450 -8.943 6.856
H 17.740 -9.771 6.809
C 17.260 -14.770 1.200
C 17.281 -15.870 2.302
C 18.683 -16.618 2.393
O 18.939 -17.031 1.018
C 20.158 -17.625 0.781
N 16.944 -15.308 3.601
H 17.897 -13.900 1.359
H 16.226 -14.433 1.118
H 17.520 -15.072 0.185
H 16.568 -16.684 2.163
H 18.700 -17.547 2.963
H 19.450 -15.910 2.706
H 20.036 -18.656 1.114
H 20.947 -17.077 1.297
H 20.314 -17.725 -0.293
H 16.035 -14.867 3.585
H 17.518 -14.479 3.662
C 10.946 -13.328 4.182
C 10.954 -13.280 5.740
C 10.323 -14.566 6.341
O 9.974 -14.263 7.647
C 9.699 -15.426 8.374
N 12.237 -13.159 6.404
H 11.638 -12.587 3.784
H 9.910 -13.213 3.862
H 11.268 -14.277 3.753
H 10.400 -12.427 6.134
H 10.883 -15.488 6.188
H 9.303 -14.616 5.958
H 8.821 -15.912 7.950
H 9.602 -15.074 9.402
H 10.610 -16.022 8.412
H 12.140 -13.559 7.326
H 12.893 -13.852 6.073
C 14.278 -6.564 8.292
C 15.522 -5.905 7.647
C 15.694 -4.452 8.058
O 16.639 -3.894 7.078
C 16.657 -2.427 7.112
N 16.749 -6.660 8.018
H 14.277 -7.636 8.093
H 13.332 -6.241 7.857
H 14.269 -6.338 9.358
H 15.392 -5.886 6.565
H 16.082 -4.411 9.076
H 14.762 -3.897 8.164
H 16.577 -1.933 8.081
H 15.755 -2.052 6.627
H 17.438 -2.000 6.484
H 17.590 -6.217 7.678
H 16.833 -6.835 9.009
C 15.916 -14.771 10.967
C 17.290 -14.110 11.006
C 18.312 -14.848 11.930
O 17.850 -14.417 13.305
C 18.767 -14.912 14.232
N 17.765 -14.038 9.697
H 15.503 -14.750 11.975
H 16.012 -15.844 10.799
H 15.234 -14.306 10.256
H 17.143 -13.064 11.272
H 19.359 -14.580 11.786
H 18.244 -15.922 11.754
H 18.987 -15.976 14.146
H 18.429 -14.748 15.255
H 19.743 -14.452 14.076
H 17.984 -14.899 9.216
H 16.918 -13.764 9.220
C 11.714 -9.410 5.854
C 13.190 -9.778 6.123
C 13.313 -10.269 7.542
O 14.626 -10.646 7.833
C 15.007 -10.672 9.197
N 13.535 -10.673 5.112
H 11.274 -8.735 6.588
H 11.001 -10.233 5.801
H 11.666 -9.038 4.830
H 13.854 -8.915 6.070
H 12.716 -11.173 7.665
H 12.926 -9.550 8.264
H 14.486 -11.476 9.716
H 14.805 -9.762 9.762
H 16.075 -10.858 9.307
H 13.081 -10.312 4.285
H 13.020 -11.528 5.266
C 21.347 -11.595 3.962
C 21.585 -13.083 3.807
C 22.982 -13.510 4.303
O 23.924 -12.704 3.646
C 25.193 -12.524 4.293
N 20.647 -13.856 4.467
H 20.543 -11.164 3.366
H 22.320 -11.169 3.717
H 21.208 -11.221 4.977
H 21.571 -13.358 2.752
H 23.188 -14.565 4.126
H 22.929 -13.387 5.384
H 25.171 -11.978 5.236
H 25.875 -12.019 3.609
H 25.564 -13.535 4.460
H 20.914 -13.764 5.437
H 19.675 -13.590 4.400
C 19.342 -9.820 9.298
C 19.594 -10.997 8.335
C 20.653 -12.047 8.806
O 21.817 -11.355 8.911
C 22.992 -12.170 8.965
N 18.274 -11.592 7.969
H 18.664 -9.075 8.880
H 20.283 -9.281 9.412
H 19.138 -10.040 10.346
H 20.002 -10.623 7.396
H 20.790 -12.730 7.967
H 20.402 -12.522 9.754
H 23.170 -12.594 7.977
H 22.795 -13.018 9.620
H 23.815 -11.577 9.364
H 18.195 -12.230 8.748
H 18.219 -12.221 7.180
*
```

These are the Mulliken partial charges, in e, on atoms 1 to 99: Sr 1.314; Sr 1.615; O -0.070; H -0.638; O -0.634; H -0.298; O -0.522; H -0.599; C -1.662; C 1.013; C -0.338; O -0.067; C -0.954; N 1.276; H 0.147; H 0.585; H 0.169; H 0.372; H -0.675; H 0.670; H 0.206; H 0.170; H 0.383; H -0.751; H -0.774; C -1.152; C -0.116; C -0.338; O -0.329; C -0.699; N 0.004; H 0.259; H 0.333; H 0.453; H 0.531; H 0.377; H -0.008; H 0.270; H 0.274; H 0.243; H 0.114; H -0.299; C -1.571; C 0.534; C -0.985; O -0.322; C -0.740; N -0.207; H 0.294; H 0.481; H 0.348; H 0.242; H 0.383; H 0.511; H 0.297; H 0.266; H 0.306; H 0.344; H -0.100; C -1.536; C 0.589; C -0.882; O -0.326; C -0.848; N -0.425; H 0.192; H 0.412; H 0.453; H 0.128; H 0.340; H 0.506; H 0.329; H 0.332; H 0.268; H 0.259; H 0.238; C -1.554; C 0.933; C -0.711; O -0.345; C -0.778; N 0.076; H 0.454; H 0.302; H 0.313; H 0.074; H 0.399; H 0.388; H 0.317; H 0.263; H 0.301; H 0.225; H -0.687; C -1.588; C 0.688; C -1.269; O 0.567; C -0.973; N 0.123

=====

DFT (ωB97M-V with the def2-TZVPD basis set) results for a 2-piece molecular cluster, C3H7N4 overall at a distorted geometry.

orbital gap = 8.164 eV
HOMO level = -13.306 eV
LUMO = -5.14 eV

```
! RIJCOSX wB97M-V def2-TZVPD def2/J DEFGRID3
* xyz 1 1
C 4.103 -0.044 0.212
C 3.133 0.688 -0.305
C -2.536 -0.211 0.235
N 5.099 -0.671 0.345
N 1.932 0.783 -0.514
N -0.351 -0.391 -0.010
N -1.358 0.345 -0.055
H -3.235 0.005 -0.666
H -2.465 -1.246 0.512
H -3.095 0.261 1.154
H 0.944 0.179 -0.123
H -0.587 -1.332 0.524
H 1.663 1.554 -1.089
H 6.086 -0.519 -0.041
*
```

Charges obtained by Mulliken population analysis, quoted in units of e: C 0.242; C 0.175; C -0.621; N -0.302; N -0.269; N -0.299; N -0.044; H 0.251; H 0.332; H 0.268; H 0.407; H 0.237; H 0.270; H 0.352

=====

DFT (ωB97M-V with the def2-TZVPD basis set) results for a 3-piece molecular cluster, C5H12O overall.

orbital gap = 10.624 eV
HOMO level = -9.792 eV
SMILES string = C=CC.C=O.C
LUMO = 0.83 eV

```
! RIJCOSX wB97M-V def2-TZVPD def2/J DEFGRID3
* xyz 0 1
C -1.056 1.402 -0.048
C -1.348 0.190 -0.505
C -1.875 -0.919 0.347
H -0.847 2.219 -0.732
H -1.084 1.636 1.014
H -1.278 -0.009 -1.573
H -1.577 -0.808 1.391
H -1.558 -1.899 0.001
H -2.966 -0.907 0.295
C 1.709 1.843 -0.047
O 2.359 1.012 0.529
H 1.532 1.814 -1.141
H 1.275 2.706 0.491
C 1.346 -1.586 0.001
H 0.708 -0.725 -0.161
H 1.671 -1.585 1.042
H 2.195 -1.527 -0.677
H 0.766 -2.477 -0.212
*
```

Charges obtained by Mulliken population analysis, quoted in units of e: C -1.011; C 0.114; C -1.054; H 0.442; H 0.267; H 0.293; H 0.308; H 0.303; H 0.322; C -0.188; O -0.401; H 0.296; H 0.283; C -0.676; H -0.224; H 0.288; H 0.298; H 0.337

=====

E_tot, record by record: -3864.17153; -2600.69747; -337.09626; -272.87031 Ha